Entry 1:
Entry from the Open Molecules 2025 dataset: a single C28H27NO3S molecule (the ωB97M-V functional and the def2-TZVPD basis).

Results
Relative energy (zero: lowest compared OMol25 entry of this formula, charge and spin) (kcal/mol): 12.6
HOMO (eV): -6.154
Maximum force (eV Å⁻¹): 2.02
HOMO-LUMO gap (Ha): 0.192

Geometry (Å):
O 2.61337 2.96186 3.34321
C 3.00324 1.78028 3.45566
O 3.41916 1.05973 4.38078
C 2.87533 0.95663 2.11162
C 3.85722 -0.22762 2.00505
C 3.02571 -1.40282 2.37956
C 1.67896 -1.01719 2.49646
C 0.69212 -1.90597 2.92295
C 1.07140 -3.23627 3.14925
C 2.41075 -3.63448 2.99855
C 3.39627 -2.71372 2.62656
N 1.57279 0.34590 2.26929
C 0.43138 1.08965 2.36297
C -0.82230 0.62140 2.15453
C -2.02014 1.39494 2.61289
C -3.18731 0.52333 3.10990
C -3.98254 1.00997 4.15008
C -5.10464 0.29041 4.55675
C -5.45068 -0.89205 3.89844
C -4.62121 -1.40750 2.90371
C -3.46878 -0.70798 2.51770
H 2.89718 1.64952 1.26513
H 4.20473 -0.30468 0.96454
H 4.72599 -0.10353 2.66008
H -0.32610 -1.55614 3.08914
H 0.31624 -3.96337 3.45426
H 2.68012 -4.67616 3.18225
H 4.44537 -2.98369 2.52151
H 0.62023 2.16194 2.53385
H -0.98348 -0.30212 1.59203
H -1.71443 2.04160 3.45160
H -3.71012 1.95652 4.62776
H -5.70990 0.66970 5.37941
H -6.35215 -1.43894 4.18210
H -4.86170 -2.33853 2.39392
H -2.81799 -1.11183 1.74000
C -1.70887 4.35854 -0.39973
S -1.01069 3.28952 0.87412
C -0.95846 4.50284 2.23715
C -2.47850 2.30361 1.50295
C -3.00172 1.53793 0.28540
C -4.44487 1.13151 0.23377
C -5.46318 1.93375 0.77890
C -6.78276 1.47754 0.78634
C -7.10029 0.22292 0.25930
C -6.09645 -0.56232 -0.33730
C -4.78673 -0.07683 -0.40049
O -2.26196 1.22774 -0.63867
H -0.89240 5.03425 -0.69128
H -1.99511 3.71235 -1.23487
H -2.55660 4.91484 0.01750
H 0.02569 4.97777 2.16826
H -1.75334 5.23961 2.06885
H -1.05672 4.03244 3.22261
H -3.21276 3.03316 1.87288
H -5.19497 2.91770 1.16437
H -7.57124 2.12422 1.19605
H -8.12975 -0.14475 0.29608
H -6.33516 -1.53734 -0.77098
H -4.00686 -0.63867 -0.91702

Force components x, y, z for each atom (eV/Å):
-0.25 0.36 0.64
0.95 -1.15 -0.96
-0.31 1.10 0.39
0.92 0.90 0.77
0.15 0.55 -0.56
-0.60 -0.60 0.10
0.23 -0.68 0.37
0.19 -0.19 -0.18
0.54 0.14 -0.02
-0.45 -0.19 0.08
-0.31 0.38 -0.11
-1.74 0.21 -0.76
0.34 -0.38 -0.37
0.23 -0.42 0.03
0.65 -0.63 0.65
0.45 0.33 -0.05
-0.09 -0.24 -0.23
0.01 0.13 -0.10
0.10 -0.14 0.12
0.37 0.37 -0.14
-0.49 0.00 0.31
-0.03 -0.26 -0.07
0.05 -0.14 0.18
-0.28 0.09 -0.05
0.33 -0.34 -0.04
0.26 0.20 -0.05
-0.07 0.30 -0.05
-0.22 -0.15 0.11
0.19 -0.58 0.63
0.16 0.23 0.56
-0.16 -0.25 -0.18
-0.16 -0.34 -0.08
0.06 -0.14 -0.22
0.28 0.19 -0.03
-0.02 0.15 0.21
-0.26 0.11 0.24
-0.06 -0.08 0.15
-0.67 -0.07 0.80
0.32 0.29 -0.26
-0.63 1.14 -1.54
-0.27 -0.45 -1.20
-0.57 0.13 0.04
0.37 -0.51 -0.07
-0.13 0.25 -0.05
0.38 -0.14 -0.07
0.08 0.56 -0.02
-0.14 0.00 0.20
-0.14 0.51 1.01
-0.33 -0.19 0.05
0.06 0.23 0.14
0.17 -0.12 -0.29
-0.17 -0.06 0.15
0.18 -0.23 0.14
0.11 -0.07 -0.45
0.08 -0.05 -0.22
-0.31 -0.26 0.10
0.39 -0.40 -0.18
0.39 0.16 0.00
0.05 0.40 0.13
-0.18 0.08 0.29


Entry 2:
Entry from the Open Molecules 2025 dataset: a single C4H8N2O2 molecule (the ωB97M-V functional and the def2-TZVPD basis).

Results
Relative energy (zero: lowest compared OMol25 entry of this formula, charge and spin) (kcal/mol): 26.8
HOMO (eV): -9.941
Maximum force (eV Å⁻¹): 0.84
HOMO-LUMO gap (Ha): 0.388
Structure (SMILES): [H]/N=C(\CO)NC(C)=O

Geometry (Å):
H -0.91989 -2.07037 0.44754
N -0.19488 -1.36776 0.34426
C -0.59357 -0.26785 -0.13971
C -2.04836 0.04583 -0.48465
O -2.69358 0.71079 0.57664
N 0.26205 0.78027 -0.35255
C 1.63966 0.87193 -0.19948
C 2.34403 -0.33527 0.32608
O 2.18100 1.90807 -0.50143
H -2.57029 -0.89460 -0.72743
H -2.11678 0.71489 -1.34689
H -2.64357 0.16956 1.37520
H -0.16114 1.63954 -0.68593
H 3.40914 -0.12963 0.38063
H 2.15148 -1.18682 -0.32049
H 1.95474 -0.58856 1.30818

Force components x, y, z for each atom (eV/Å):
-0.22 0.24 -0.19
0.13 -0.44 0.23
-0.67 -0.46 -0.01
0.00 -0.37 -0.06
-0.09 0.24 0.32
-0.33 0.71 -0.30
0.12 -0.13 0.07
0.41 0.08 0.02
0.12 0.17 -0.02
0.24 0.19 -0.02
0.02 -0.11 0.06
0.03 0.05 -0.17
0.21 -0.13 0.05
0.00 0.12 -0.05
0.01 -0.08 0.06
0.00 -0.10 0.01


Entry 3:
Entry from the Open Molecules 2025 dataset: a single C21H23Cl2N3O3 molecule (the ωB97M-V functional and the def2-TZVPD basis).

Results
Relative energy (zero: lowest compared OMol25 entry of this formula, charge and spin) (kcal/mol): 1.1
HOMO (eV): -7.586
Maximum force (eV Å⁻¹): 0.66
HOMO-LUMO gap (Ha): 0.303
Structure (SMILES): CC(=O)N1CCN(c2ccc(NC(=O)[C@H](C)Oc3ccc(Cl)cc3Cl)cc2)CC1

Geometry (Å):
C -3.33081 1.01909 2.53788
C -3.82115 1.86354 1.38244
O -3.46114 3.01545 1.23189
N -4.69533 1.27986 0.52468
C -5.13692 -0.09632 0.55799
C -5.07943 -0.67979 -0.87617
N -4.08289 0.03001 -1.65056
C -2.74791 -0.16105 -1.26777
C -1.85730 0.88422 -1.01381
C -0.54318 0.62851 -0.67918
C -0.07011 -0.67559 -0.57903
N 1.27056 -0.86325 -0.21875
C 1.95101 -2.01234 -0.05131
O 1.51289 -3.13825 -0.15789
C 3.42292 -1.79565 0.36146
C 3.55634 -2.13908 1.84696
O 3.77850 -0.44775 0.10046
C 5.07626 -0.08006 -0.01595
C 6.18331 -0.91432 0.08566
C 7.46524 -0.41271 -0.06609
C 7.65585 0.93389 -0.31860
Cl 9.25220 1.56134 -0.50285
C 6.57036 1.79176 -0.42550
C 5.29737 1.28107 -0.27522
Cl 3.93205 2.32435 -0.40888
C -0.94431 -1.72651 -0.83637
C -2.25417 -1.46634 -1.17919
C -4.56578 1.36925 -1.91976
C -5.14697 2.01710 -0.63790
H -2.73736 1.65681 3.18730
H -2.69847 0.21197 2.17097
H -4.16028 0.60316 3.10435
H -6.16055 -0.15426 0.95238
H -4.48132 -0.67518 1.20597
H -4.85375 -1.74371 -0.83291
H -6.03945 -0.55772 -1.38397
H -2.17893 1.91239 -1.04138
H 0.12173 1.45680 -0.47893
H 1.80564 -0.01043 -0.10548
H 4.02650 -2.48219 -0.24525
H 4.59029 -2.06119 2.17498
H 2.95220 -1.45183 2.43549
H 3.20116 -3.15250 2.01019
H 6.05985 -1.96683 0.28192
H 8.31347 -1.07313 0.01506
H 6.71412 2.84145 -0.62389
H -0.59104 -2.74185 -0.77291
H -2.90328 -2.29980 -1.39847
H -3.76227 1.96623 -2.34562
H -5.35303 1.28459 -2.67763
H -6.24173 1.99904 -0.65844
H -4.81095 3.04775 -0.52236

Force components x, y, z for each atom (eV/Å):
0.09 0.25 -0.02
0.01 -0.22 0.31
0.27 0.35 0.04
-0.25 0.03 -0.30
-0.09 -0.21 0.11
0.02 -0.02 0.18
-0.21 -0.06 -0.34
0.35 -0.14 -0.04
-0.19 -0.04 -0.02
0.15 -0.26 0.02
-0.40 -0.01 -0.07
0.16 0.50 0.03
0.60 0.28 -0.02
-0.03 -0.22 0.04
-0.12 -0.58 0.26
0.07 0.12 -0.30
0.08 0.02 0.01
0.17 0.32 -0.05
-0.31 -0.06 0.01
0.05 0.22 -0.04
-0.26 -0.15 0.04
0.23 0.09 -0.03
0.03 -0.18 0.03
0.00 -0.29 0.07
-0.13 0.21 -0.03
0.13 -0.10 0.09
-0.09 0.23 0.05
-0.07 0.06 -0.04
0.04 0.25 -0.04
-0.02 0.01 -0.03
0.01 -0.13 -0.01
-0.03 -0.12 0.04
0.07 -0.10 0.01
-0.07 0.04 -0.01
-0.12 0.03 -0.02
0.03 -0.06 0.03
-0.08 0.10 0.01
0.08 0.11 0.03
0.03 -0.21 -0.05
-0.14 0.14 -0.01
0.06 -0.01 0.04
-0.05 0.05 0.05
-0.01 -0.08 0.02
-0.05 -0.10 0.03
0.09 -0.04 0.00
0.00 0.09 -0.02
0.02 -0.04 0.00
-0.07 -0.07 -0.05
-0.05 -0.01 0.00
0.08 0.09 0.04
0.04 0.03 -0.02
-0.14 -0.12 -0.04


Entry 4:
Entry from the Open Molecules 2025 dataset: 11 unconnected molecules or ions with the total composition C36H84Cl6N6O14P2 (the ωB97M-V functional and the def2-TZVPD basis).

Results
HOMO (spin up / spin down) (eV): -10.495 / -10.495
⟨S²⟩: 0.771
2S+1: 2
Maximum force (eV Å⁻¹): 4.75
HOMO-LUMO gap (spin up / spin down) (Ha): 0.258 / 0.067
Net charge: +1

Geometry (Å):
C 1.80253 1.09176 -3.46379
O 1.94628 0.76323 -2.29149
N 0.71216 0.76385 -4.24006
C 0.65696 1.20523 -5.66009
C -0.39635 -0.02797 -3.74194
H 2.60842 1.56841 -4.04307
H 0.27844 0.37166 -6.25169
H 1.68244 1.43780 -5.94715
H -0.00080 2.05135 -5.85896
H -0.50520 -0.89806 -4.38939
H -0.20924 -0.36441 -2.72218
H -1.30658 0.56345 -3.64291
C -1.24648 -5.55979 1.18960
O -1.04046 -4.49861 1.72127
N -1.52328 -6.76256 1.80199
C -1.45984 -6.79916 3.27753
C -1.63097 -7.98842 1.04492
H -1.15604 -5.66938 0.09780
H -1.44054 -5.81117 3.73755
H -0.61861 -7.39234 3.63611
H -2.33632 -7.33982 3.63468
H -1.14040 -8.86755 1.46271
H -2.67139 -8.30783 1.10484
H -1.23318 -8.03725 0.03127
C 2.88345 2.52318 0.47810
O 2.88113 3.73474 0.72634
N 3.99487 1.73191 0.59213
C 4.12897 0.30395 0.29344
C 5.19338 2.17270 1.33862
H 1.97698 1.94840 0.23282
H 4.94617 0.09034 -0.39551
H 3.19258 -0.09154 -0.10008
H 4.35042 -0.24909 1.20625
H 5.33243 1.42927 2.12353
H 6.07592 2.15113 0.69928
H 5.25062 3.14881 1.82031
C -5.96335 -0.83942 -2.85625
O -6.32255 -0.03382 -1.98676
N -4.98456 -0.58712 -3.77113
C -4.18122 0.65756 -3.70159
C -4.56677 -1.59916 -4.80469
H -6.36561 -1.86418 -2.87302
H -3.68491 0.65050 -2.73116
H -4.78454 1.56467 -3.73698
H -3.51029 0.72655 -4.55785
H -3.48772 -1.56619 -4.95529
H -4.89552 -2.58150 -4.46554
H -5.10505 -1.37246 -5.72500
C 4.20826 -3.42066 1.67733
O 3.07613 -3.04798 1.56323
N 4.97703 -2.99866 2.70788
C 6.34363 -3.31995 2.75109
C 4.47588 -2.22746 3.88662
H 4.71363 -4.17816 1.05848
H 6.57523 -4.11554 3.45926
H 6.86018 -2.43786 3.12950
H 6.87438 -3.63995 1.85442
H 3.45842 -1.86214 3.74724
H 4.24384 -2.87357 4.73325
H 5.09269 -1.40728 4.25398
C -2.42416 -5.72171 -4.11266
O -2.93765 -6.13485 -3.10320
N -1.75262 -4.54619 -4.18638
C -1.52577 -3.68107 -3.04796
C -1.08086 -4.11667 -5.51395
H -2.54868 -6.19992 -5.09652
H -1.28837 -2.68734 -3.42772
H -0.69140 -4.09231 -2.47980
H -2.35502 -3.58337 -2.34732
H -1.59781 -3.30267 -6.02215
H -0.04516 -3.81158 -5.36453
H -1.21103 -4.94347 -6.21221
Cl -4.41903 -0.88428 2.24737
C -5.17516 -1.77488 0.85233
C -6.65931 -2.08742 1.14978
Cl -7.56214 -0.69481 1.69643
H -4.62495 -2.68615 0.61791
H -5.15414 -1.07232 0.01922
H -6.80464 -2.83818 1.92651
H -7.11551 -2.38987 0.20718
Cl 0.49981 -2.57520 -0.74896
C -0.01545 -1.33672 0.42778
C -1.50041 -1.26003 0.60266
Cl -2.31887 -0.89118 -0.97531
H 0.45232 -0.40090 0.12195
H 0.47139 -1.59229 1.36894
H -1.73458 -0.46970 1.31584
H -1.89360 -2.26592 0.74996
Cl 4.91264 -0.93374 -3.91771
C 3.71358 -2.18300 -4.36944
C 2.91446 -2.64282 -3.13603
Cl 3.95689 -3.55320 -1.95558
H 4.18898 -3.00969 -4.89734
H 3.03095 -1.74621 -5.09835
H 2.17825 -3.31241 -3.58069
H 2.40077 -1.80400 -2.66636
C 0.01838 -2.65009 4.37456
C -0.65075 -1.36628 4.70125
O 0.18921 -0.30535 5.12185
P 0.52972 0.94882 4.11891
O 0.76860 0.47482 2.75205
O 1.83813 1.61492 4.85097
C 3.09268 1.07950 4.65733
C 3.96566 2.26238 5.02941
O -0.74059 1.90705 4.35896
C -0.97758 3.07011 3.53408
C 0.17999 4.10520 3.44947
H -0.70686 -3.44802 4.21510
H 0.44711 -2.45110 3.39238
H 0.84862 -2.96974 5.00434
H -1.27165 -1.11035 3.84272
H -1.40851 -1.56615 5.45884
H 3.27419 0.23828 5.32629
H 3.26457 0.74144 3.63544
H 3.81391 2.69532 6.01817
H 5.01252 1.96752 5.10181
H 4.00270 3.05100 4.27788
H -1.20609 2.70638 2.53229
H -1.84293 3.56503 3.97491
H 1.13211 3.72376 3.08062
H -0.10467 4.89391 2.75303
H 0.44223 4.43821 4.45368
C 1.97035 6.57113 -2.29557
C 1.53211 7.08240 -0.96684
O 0.18202 7.44006 -1.05587
P -0.96800 6.83477 -0.06237
O -0.65183 6.93907 1.38976
O -2.25459 7.74758 -0.56736
C -3.21041 8.14588 0.40043
C -2.96564 9.51690 1.07214
O -1.43245 5.30925 -0.53281
C -0.60338 4.17454 -0.29864
C -1.44829 2.94028 -0.52403
H 1.75460 7.27876 -3.09607
H 3.00585 6.23328 -2.25421
H 1.32824 5.71845 -2.51635
H 1.77189 6.37818 -0.17016
H 2.07337 8.01937 -0.83558
H -4.25870 8.17444 0.10316
H -3.28997 7.44546 1.23180
H -2.14961 9.40347 1.78581
H -2.63201 10.28259 0.37178
H -3.83922 9.83753 1.63973
H 0.21724 4.17495 -1.01606
H -0.29883 4.10341 0.74553
H -2.31076 2.94925 0.14243
H -1.76585 2.92161 -1.56657
H -0.97624 1.97444 -0.34392

Force components x, y, z for each atom (eV/Å):
-0.39 -1.23 0.43
-0.34 0.37 -0.89
0.36 0.72 -0.55
0.26 -0.60 1.05
0.49 0.52 0.69
-0.17 0.26 0.09
0.18 -0.08 -0.15
-0.19 0.09 -0.27
0.04 0.13 0.34
-0.36 -0.07 -0.18
0.40 -0.05 -0.10
-0.16 -0.09 -0.46
0.28 -1.51 -0.13
-0.27 0.47 0.45
1.32 1.70 0.21
-0.56 -0.90 -0.28
-0.78 -1.20 0.56
-0.20 -0.11 -0.23
0.03 -0.06 -0.49
0.31 0.16 -0.22
-0.21 0.14 0.08
0.56 0.40 0.80
-0.24 0.01 -0.68
-0.31 0.98 -0.10
0.76 0.48 0.75
-0.18 -1.46 -0.37
0.86 0.56 0.65
-1.05 0.19 0.15
0.23 -0.13 -0.20
0.08 0.12 -0.34
-0.06 0.29 -0.23
0.08 0.07 -0.17
-0.06 -0.01 0.20
0.21 -0.03 0.13
0.02 -0.23 -0.19
-1.03 0.09 -0.35
0.27 1.38 1.37
0.62 -1.22 -1.48
0.77 -0.48 -0.96
-0.87 -0.25 0.33
-1.34 1.04 1.18
-0.05 0.00 -0.36
0.37 0.23 -0.18
-0.33 -0.21 0.07
0.12 -0.32 0.22
-0.03 0.02 0.07
0.14 -0.10 -0.02
0.32 -0.10 -0.24
0.29 0.37 1.48
-1.64 -0.02 -0.93
-0.42 0.82 0.59
2.16 -0.27 1.16
-1.34 -0.78 -0.41
0.02 0.21 -0.32
-0.13 -0.16 0.36
0.36 0.00 -0.12
-0.74 0.29 -0.52
0.18 0.34 -0.90
0.78 -0.53 0.15
0.38 -0.17 -0.57
-1.48 -1.56 -0.84
0.37 0.33 0.26
2.08 3.01 -1.04
-0.48 0.38 -0.69
-1.21 -1.14 0.68
0.18 -0.18 0.20
0.28 -0.14 0.19
0.44 -0.02 0.29
-0.22 -0.45 -0.11
-0.39 0.35 0.69
-0.09 -0.30 0.35
0.49 -0.17 0.21
-0.03 -0.64 -0.46
-1.04 0.78 0.49
0.77 -0.33 -0.16
-0.34 0.69 0.09
0.09 0.10 0.23
0.16 -0.13 0.05
0.26 -0.14 -0.25
0.02 -0.25 0.09
0.02 -0.24 -0.18
0.65 0.43 0.35
0.37 -0.65 -0.86
-0.10 0.42 -0.15
-0.22 0.01 -0.20
-0.18 -0.17 0.01
-0.31 -0.39 -0.02
0.02 0.34 1.02
-0.12 -0.26 -0.27
-0.13 0.12 0.61
0.77 -0.07 -1.03
-0.78 0.56 -0.68
0.32 0.03 0.38
-0.13 0.27 0.16
-0.18 -0.39 0.51
0.31 -0.13 0.28
1.19 -0.01 -1.40
-1.89 -0.27 0.56
0.73 1.49 -0.64
-0.12 -0.98 2.05
-0.03 0.39 -0.57
-4.66 -0.37 -0.84
1.81 0.66 0.42
2.10 -0.15 -0.11
1.75 -0.55 0.18
0.90 0.83 -0.57
-0.09 -1.04 0.43
-0.01 0.06 0.23
0.43 -0.54 -0.17
-0.30 0.10 0.38
0.18 0.45 -0.27
0.20 0.48 0.58
-0.13 -0.12 0.14
-0.09 0.09 -0.18
-0.76 -0.14 -0.11
0.27 -0.38 -0.16
-0.59 0.01 -0.02
-0.22 0.02 -0.03
-0.02 -0.24 -0.10
-0.15 -0.51 -0.35
-0.14 0.31 0.44
-0.37 0.51 -0.04
-0.54 -1.05 -0.48
1.51 0.70 -0.11
-3.18 -0.88 1.03
-0.73 0.71 0.06
-0.22 -0.44 -1.59
1.60 -1.29 0.15
-1.10 0.87 2.27
1.14 -0.59 -0.18
0.39 2.36 0.15
-0.06 -1.01 0.33
-0.59 -0.17 -0.47
0.41 0.20 0.11
0.00 0.19 -0.23
0.17 -0.39 -0.19
-0.19 0.06 0.16
0.05 0.01 0.68
0.32 -0.28 -1.49
0.53 -0.40 -0.04
0.07 0.05 0.08
-0.37 0.03 -0.15
-0.10 -0.02 -0.25
0.35 0.13 0.36
0.60 0.61 -0.14
-0.21 0.17 -0.18
-0.37 -0.02 -0.01
0.62 0.22 0.12


Entry 5:
Entry from the Open Molecules 2025 dataset: 2 unconnected molecules or ions with the total composition C3H2Cl3NO (the ωB97M-V functional and the def2-TZVPD basis).

Results
Relative energy (zero: lowest compared OMol25 entry of this formula, charge and spin) (kcal/mol): 78.7
HOMO (spin up / spin down) (eV): -7.970 / -8.819
Maximum force (eV Å⁻¹): 4.28
HOMO-LUMO gap (spin up / spin down) (Ha): 0.255 / 0.315

Geometry (Å):
C 1.29247 -0.41360 -0.19256
C 0.78248 -1.63424 -0.21351
C -1.58343 0.82983 -0.28305
N 1.34360 0.13267 1.03177
O 0.19413 -2.61441 -0.06967
Cl -1.01792 1.42456 1.22656
Cl -2.35296 2.04884 -1.26742
Cl -2.43129 -0.66409 -0.18338
H 2.03716 -0.19869 -1.09810
H 1.73577 1.08913 1.04936

Force components x, y, z for each atom (eV/Å):
3.49 1.72 -1.79
-1.43 -1.83 0.74
-0.68 0.57 0.44
0.32 0.55 0.30
0.31 0.06 -0.55
-0.52 0.15 -0.32
0.38 -0.46 0.06
0.09 0.07 -0.16
-1.96 -0.03 1.68
0.00 -0.80 -0.39


Question: maximum force of number 1 (C28H27NO3S)?
Answer: 2.02 eV Å⁻¹


Question: maximum force of number 1 (C28H27NO3S)?
Answer: 2.02 eV Å⁻¹


Question: What is the maximum force in the fifth record?
Answer: 4.28 eV Å⁻¹